# C29H41Cl2N5OP2Pt

A structure of composition C29H41Cl2N5OP2Pt in a non-equilibrium geometry (ωB97M-V/def2-TZVPD, OMol25).

The calculation puts the HOMO energy at -12.861 eV. The maximum force comes out at 1.28 eV/Å. Its spin multiplicity is 1. The calculation puts the frontier orbital gap at 7.32 eV. As for the total charge: +2. As for the relative energy (zero: lowest compared OMol25 entry of this formula, charge and spin): 92.16 kJ/mol. For the total energy, the calculation gives -3200.70388 Ha.

Atoms and positions in Å:
Pt  -0.605  -0.363  0.019
C  0.924  -1.983  2.681
P  0.639  -0.392  1.893
C  2.338  -0.031  1.282
N  3.346  -0.434  2.016
C  4.590  -0.229  1.516
C  5.720  -0.641  2.272
C  6.964  -0.439  1.766
C  7.146  0.179  0.493
C  6.082  0.576  -0.253
C  4.770  0.375  0.248
N  3.705  0.751  -0.505
C  2.515  0.546  0.011
P  1.011  0.971  -0.937
C  1.295  0.245  -2.576
C  1.110  2.830  -1.155
C  2.105  3.132  -2.281
C  -0.267  3.382  -1.543
C  1.579  3.501  0.136
C  0.189  0.824  3.274
C  1.447  1.613  3.663
C  -0.932  1.766  2.838
C  -0.306  0.054  4.511
H  1.702  -1.818  3.423
H  1.281  -2.696  1.939
H  0.025  -2.374  3.151
H  5.561  -1.107  3.237
H  7.834  -0.751  2.332
H  8.151  0.331  0.120
H  6.204  1.045  -1.221
H  2.345  0.365  -2.838
H  0.680  0.738  -3.333
H  1.023  -0.808  -2.544
H  1.730  2.820  -3.257
H  3.079  2.675  -2.117
H  2.236  4.218  -2.307
H  -0.622  2.953  -2.486
H  -0.190  4.462  -1.697
H  -1.006  3.217  -0.752
H  2.571  3.159  0.440
H  0.890  3.357  0.961
H  1.646  4.576  -0.048
H  1.811  2.241  2.847
H  2.265  0.959  3.974
H  1.201  2.266  4.506
H  -0.656  2.379  1.990
H  -1.176  2.429  3.672
H  -1.835  1.221  2.562
H  0.462  -0.591  4.940
H  -1.196  -0.546  4.319
H  -0.579  0.783  5.276
Cl  -2.274  -2.689  -4.293
C  -2.686  -3.034  -2.632
C  -3.630  -4.051  -2.363
C  -3.975  -4.342  -1.084
Cl  -5.129  -5.591  -0.757
C  -3.406  -3.602  -0.016
C  -3.747  -3.787  1.341
C  -3.211  -2.972  2.294
C  -2.313  -1.970  1.911
N  -1.929  -1.797  0.657
C  -2.463  -2.603  -0.324
C  -2.025  -2.330  -1.651
O  -1.083  -1.452  -1.856
H  -4.075  -4.601  -3.182
H  -4.452  -4.564  1.609
H  -3.477  -3.076  3.338
H  -1.923  -1.282  2.638
N  -4.740  -0.722  -4.291
C  -3.831  0.404  -3.842
C  -3.725  0.424  -2.314
N  -2.407  0.805  -1.811
H  -5.023  -0.615  -5.266
H  -5.591  -0.774  -3.729
H  -4.244  -1.621  -4.210
H  -4.231  1.326  -4.254
H  -2.862  0.206  -4.291
H  -3.949  -0.578  -1.934
H  -4.471  1.101  -1.899
H  -2.215  1.788  -1.919
H  -1.717  0.261  -2.323